1.
ORCA calculation (ωB97M-V/def2-TZVPD) on a cluster of 9 separate species, C37H57IO20S in total.

```
116
Properties=species:S:1:pos:R:3
C 1.17971 -6.23929 0.53281
C 0.82368 -5.07102 -0.60413
C 0.67184 -3.66227 0.25503
O -0.66474 -3.74716 0.93008
S -1.71765 -2.98254 -0.17335
O -1.81975 -1.50010 0.35932
O -3.31158 -3.58155 -0.09174
C -3.37233 -5.03681 -0.31896
C -4.39812 -5.64569 0.82711
O -4.35453 -6.93056 1.26292
I -5.91660 -4.20180 1.58556
H 2.01889 -6.94813 0.07183
H 1.54452 -5.73449 1.54426
H 0.20919 -6.85927 0.77623
H -0.21394 -5.30259 -1.11306
H 1.71310 -4.97240 -1.36067
H 0.73013 -2.76741 -0.50831
H 1.55997 -3.54637 1.00802
H -2.32901 -5.57229 -0.35788
H -3.89518 -5.27241 -1.36502
O -3.57502 -3.57654 -3.88301
C -4.72202 -3.95046 -4.06397
O -5.13273 -5.24897 -3.96711
C -6.50497 -5.33575 -4.34817
C -7.05846 -3.94746 -4.16045
C -5.86866 -3.07336 -4.46657
H -6.55776 -5.66688 -5.39063
H -7.01726 -6.06798 -3.71728
H -7.92689 -3.74125 -4.79170
H -7.35872 -3.80599 -3.11506
H -5.79093 -2.85120 -5.53448
H -5.88576 -2.15239 -3.87926
O 1.39118 2.78644 -3.13026
C 0.53959 2.06015 -2.64501
O 0.80943 0.96114 -1.88109
C -0.41280 0.29086 -1.57670
C -1.48838 1.33339 -1.73536
C -0.93977 2.20954 -2.83300
H -0.53668 -0.54380 -2.27466
H -0.37340 -0.10277 -0.55683
H -2.46942 0.90849 -1.96377
H -1.57909 1.91655 -0.81085
H -1.21330 1.83871 -3.82470
H -1.24997 3.24963 -2.70890
O 5.15790 7.88503 -2.38084
C 4.48481 6.92638 -2.72161
O 4.51686 5.70654 -2.10910
C 3.69007 4.79692 -2.83352
C 2.72628 5.66181 -3.60293
C 3.54508 6.89523 -3.88870
H 4.32572 4.19555 -3.49190
H 3.17353 4.13193 -2.13524
H 2.33652 5.17731 -4.50210
H 1.87438 5.92636 -2.96475
H 4.12387 6.79476 -4.81104
H 2.92236 7.79234 -3.91757
O 3.36185 5.11588 3.93008
C 4.03979 5.24666 2.92437
O 4.79187 6.35045 2.64111
C 5.36180 6.20770 1.34088
C 5.36208 4.72649 1.06715
C 4.13545 4.25390 1.80569
H 4.74479 6.76241 0.62620
H 6.37333 6.62409 1.33392
H 5.35067 4.48577 0.00081
H 6.25556 4.26790 1.50806
H 3.23607 4.32410 1.18764
H 4.26414 3.23907 2.18906
O -3.92910 0.57926 -3.23646
C -4.05110 0.52029 -4.44882
O -5.15707 0.93711 -5.13241
C -5.00039 0.61988 -6.51466
C -3.51542 0.47963 -6.72472
C -3.04309 -0.05566 -5.39664
H -5.53937 -0.31034 -6.72285
H -5.42528 1.42045 -7.12718
H -3.25919 -0.16260 -7.57149
H -3.07093 1.46658 -6.90185
H -3.09662 -1.14711 -5.35552
H -2.03506 0.29224 -5.15947
O 4.23160 1.50650 5.50617
C 4.11477 2.16222 6.52820
O 4.65518 1.81348 7.73258
C 4.22921 2.74624 8.72469
C 3.84453 3.98811 7.96396
C 3.32816 3.43094 6.66153
H 3.38364 2.31425 9.27018
H 5.04552 2.93504 9.42798
H 3.11702 4.60916 8.49328
H 4.73609 4.59824 7.77453
H 2.26355 3.18729 6.71675
H 3.52811 4.10827 5.82807
O 5.30364 1.64327 1.20623
C 6.31903 1.52558 0.54041
O 7.09088 2.57131 0.12221
C 8.13065 2.07800 -0.72117
C 8.27992 0.62347 -0.35926
C 6.87519 0.23287 0.02490
H 7.82990 2.21798 -1.76478
H 9.05113 2.64030 -0.53906
H 8.69618 0.01881 -1.16936
H 8.93983 0.52355 0.51111
H 6.29043 -0.08745 -0.84185
H 6.87061 -0.53579 0.80115
O -8.38888 -2.99004 7.32134
C -7.96189 -3.98449 6.75837
O -8.65309 -4.69339 5.81821
C -7.90002 -5.85009 5.45667
C -6.47475 -5.52678 5.82134
C -6.63642 -4.63165 7.02384
H -8.28776 -6.70816 6.01573
H -8.01330 -6.04405 4.38608
H -5.86796 -6.41517 6.01556
H -6.00157 -4.96527 5.00658
H -6.69840 -5.20529 7.95276
H -5.83857 -3.88755 7.08022
```

Properties
E: -99175.295 eV
Multiplicity: 1

2.
ORCA calculation (ωB97M-V/def2-TZVPD) on a structure of composition C37H57N6OReSi2Te.

```
105
Properties=species:S:1:pos:R:3
Re 0.87976 -1.35932 0.04395
C 4.83138 -0.72760 0.31309
Si 3.50088 0.19730 1.29311
C 2.74815 1.62756 0.31634
C 4.41273 0.96042 2.73815
C 2.13444 -1.05781 1.74272
C 2.58693 -2.46988 1.68372
C 3.48052 -3.23895 2.42070
C 3.66980 -4.55620 2.04303
C 2.98188 -5.09241 0.95158
C 2.11065 -4.28710 0.25542
N 1.93217 -3.01035 0.63271
Si 1.28248 -0.62481 3.39236
C -0.19690 -1.72154 3.77830
C 2.45410 -0.90716 4.82945
C 0.75491 1.17377 3.29280
H 5.61952 -1.04577 0.99790
H 5.30769 -0.08362 -0.42856
H 4.47146 -1.63803 -0.17444
H 3.48351 2.04775 -0.37335
H 2.46157 2.42767 1.00135
H 1.85799 1.37121 -0.26548
H 5.13189 1.67543 2.32947
H 4.98477 0.22061 3.29985
H 3.77878 1.50517 3.43741
H 4.00866 -2.81007 3.26097
H 4.35855 -5.17858 2.59899
H 3.12274 -6.12062 0.65371
H 1.53995 -4.62590 -0.59840
H -0.05224 -2.74650 3.42908
H -1.13198 -1.34674 3.36597
H -0.31181 -1.76955 4.86340
H 2.54641 -1.97139 5.05543
H 2.03092 -0.43630 5.72029
H 3.45253 -0.49562 4.69090
H 0.37703 1.41325 2.29566
H 1.57559 1.86088 3.50448
H -0.03863 1.38069 4.01405
C 2.36726 -2.61291 -5.99405
C 3.67637 -1.90374 -5.66920
C 4.60803 -2.78671 -4.84733
C 3.44298 -0.54624 -5.00834
N 2.71829 -0.65899 -3.73143
C 3.18467 -0.90718 -2.50646
N 2.15038 -0.96353 -1.69442
N 1.05646 -0.74914 -2.46527
N 1.38750 -0.56612 -3.67796
H 2.56355 -3.50515 -6.58661
H 1.68735 -1.97558 -6.55979
H 1.85118 -2.93508 -5.08578
H 4.17863 -1.65575 -6.60934
H 4.14322 -3.08820 -3.90359
H 5.55457 -2.29012 -4.62697
H 4.83437 -3.70586 -5.38515
H 2.83203 0.11155 -5.62323
H 4.38190 -0.04144 -4.78062
H 4.22209 -1.02344 -2.25018
C -2.30453 -3.30469 0.93431
C -2.02136 -1.84011 0.87690
O -3.11739 -1.05179 1.00445
N -0.90092 -1.25996 0.74558
Te -2.47805 0.82073 1.21171
C -4.39581 1.59209 1.45104
C -4.70813 1.86952 2.79742
C -3.86032 1.41112 3.95780
C -5.86555 2.58231 3.06715
C -6.70947 3.01734 2.05142
C -7.96618 3.76798 2.36664
C -6.38778 2.69385 0.73753
C -5.24561 1.97749 0.40595
C -5.01399 1.63972 -1.03881
C -1.89651 1.53154 -0.67845
C -1.93578 0.83075 -1.88253
C -2.51244 -0.54396 -2.06403
C -1.41273 1.46712 -3.00596
C -0.87227 2.74334 -2.95796
C -0.31855 3.40153 -4.18659
C -0.86580 3.41315 -1.73701
C -1.37235 2.83138 -0.58515
C -1.35882 3.61056 0.70502
H -3.37168 -3.49945 0.88114
H -1.91942 -3.69677 1.87722
H -1.79212 -3.81319 0.11986
H -3.55443 0.36544 3.87057
H -4.43017 1.48970 4.88183
H -2.96188 2.02198 4.07953
H -6.12229 2.79604 4.09774
H -7.88255 4.30758 3.30838
H -8.80345 3.07279 2.45523
H -8.21055 4.47825 1.57825
H -7.05651 2.99911 -0.05863
H -5.97102 1.58302 -1.55428
H -4.51942 0.67645 -1.16351
H -4.40992 2.39878 -1.54016
H -3.28924 -0.78773 -1.34142
H -1.73073 -1.30455 -1.99148
H -2.94877 -0.62740 -3.05849
H -1.44513 0.94271 -3.95413
H -0.42890 2.76665 -5.06364
H 0.74064 3.62968 -4.05624
H -0.82746 4.34556 -4.38381
H -0.46669 4.41945 -1.68237
H -1.01887 4.62875 0.52475
H -0.68214 3.17696 1.44716
H -2.35652 3.69295 1.14968
```

Properties
ΔE to the lowest compared entry with this formula, charge and spin: 138.35 kJ/mol
Multiplicity: 3
Net charge: +2
Expectation value of S²: 2.021

F_max in eV/Å, matching the order above: 9.601; 0.428